# 1
C4H10NS | ωB97M-V with the def2-TZVPD basis set

Results
lowest unoccupied orbital energy: -4.5374 eV
energy above the lowest of the compared OMol25 structures with the same formula, charge and spin: 65.1 kcal per mole
charge: +1

```
16
Properties=species:S:1:pos:R:3:lowdin_charge:R:1
C -2.770 -0.223 0.224 -0.0078
C -1.569 -1.057 -0.092 -0.0184
C -1.604 0.375 -0.280 -0.2505
C 3.375 0.167 0.343 -0.4163
N -0.932 1.332 -0.723 0.2677
S 1.759 -0.400 -0.201 0.7234
H -3.603 -0.195 -0.392 0.1186
H -3.086 -0.064 1.297 0.1673
H -0.984 -1.314 0.747 0.1024
H -1.673 -1.726 -0.876 0.1191
H 3.788 -0.083 1.324 0.0639
H 3.424 1.199 0.236 0.0020
H 3.944 -0.354 -0.416 0.0198
H -0.096 1.010 -1.309 0.1292
H 1.081 -1.003 0.707 -0.1947
H -1.055 2.337 -0.588 0.1742
```



# 2
C49H45N5O6P2PtS | ωB97M-V with the def2-TZVPD basis set

Results
lowest unoccupied orbital energy (alpha / beta): -3.2072 / -4.2262 eV
energy above the lowest of the compared OMol25 structures with the same formula, charge and spin: 46.4 kcal per mole
charge: +1
2S+1: 2

```
109
Properties=species:S:1:pos:R:3:mulliken_spin:R:1
Pt -0.181 0.581 -0.751 0.0288
C -0.599 0.566 2.639 -0.0114
N -0.415 -0.847 2.917 0.3251
C -0.051 -1.697 1.923 0.3092
P -1.292 -1.324 -0.034 0.1378
C -2.788 -1.416 1.004 0.0320
C -2.958 -2.322 2.049 -0.0329
C -4.108 -2.292 2.826 -0.0060
C -5.091 -1.346 2.574 0.0053
C -4.929 -0.436 1.537 -0.0009
C -3.786 -0.472 0.753 0.0249
C -0.668 -2.988 -0.371 -0.0675
C 0.603 -3.069 -0.945 0.0774
C 1.132 -4.300 -1.302 -0.0157
C 0.397 -5.460 -1.088 0.0223
C -0.863 -5.386 -0.510 -0.0163
C -1.400 -4.156 -0.155 0.0736
C -0.789 -1.334 4.193 -0.0594
C -1.806 -0.708 4.912 0.0720
C -2.155 -1.190 6.162 -0.0361
C -1.503 -2.292 6.699 0.0661
C -0.492 -2.912 5.979 -0.0371
C -0.126 -2.435 4.731 0.0749
P 0.476 1.290 1.324 -0.0153
C 2.864 -0.090 1.440 0.0206
C 3.447 -0.801 2.479 0.0046
C 4.365 -1.797 2.186 -0.0002
C 4.697 -2.077 0.866 -0.0005
C 4.116 -1.341 -0.155 -0.0023
C 3.195 -0.335 0.120 -0.0122
C 0.477 3.023 1.872 0.0018
C -0.698 3.712 2.166 0.0014
C -0.634 5.020 2.622 0.0005
C 0.589 5.650 2.785 -0.0001
C 1.762 4.962 2.509 0.0006
C 1.709 3.655 2.055 0.0003
H -0.445 1.134 3.554 -0.0113
H -1.623 0.743 2.282 0.0203
H -0.118 -2.745 2.184 -0.0558
H 0.801 -1.438 1.308 0.0423
H -2.197 -3.061 2.270 -0.0057
H -4.225 -3.001 3.636 -0.0012
H -5.982 -1.316 3.187 -0.0004
H -5.684 0.314 1.342 0.0002
H -3.659 0.237 -0.048 0.0025
H 1.175 -2.161 -1.112 0.0074
H 2.119 -4.354 -1.741 0.0000
H 0.810 -6.421 -1.364 0.0009
H -1.433 -6.289 -0.333 -0.0005
H -2.381 -4.113 0.298 -0.0012
H -2.341 0.131 4.486 0.0035
H -2.948 -0.704 6.716 -0.0010
H -1.774 -2.658 7.680 0.0032
H 0.031 -3.762 6.397 -0.0005
H 0.695 -2.891 4.193 0.0073
H 3.175 -0.564 3.500 -0.0001
H 4.828 -2.350 2.993 0.0005
H 5.415 -2.853 0.639 0.0000
H 4.386 -1.536 -1.186 0.0002
H 2.755 0.249 -0.675 -0.0061
H -1.663 3.255 2.004 -0.0005
H -1.554 5.550 2.829 0.0000
H 0.630 6.677 3.125 -0.0001
H 2.722 5.442 2.645 0.0000
H 2.629 3.128 1.852 0.0003
C 6.208 4.892 -4.906 0.0000
C 5.082 4.451 -4.013 0.0001
C 3.935 5.223 -3.867 0.0002
C 2.900 4.821 -3.032 -0.0001
C 3.012 3.625 -2.346 0.0005
C 4.155 2.843 -2.463 0.0004
C 5.177 3.255 -3.298 -0.0002
S 1.717 3.151 -1.203 0.0014
O 1.968 0.899 1.820 -0.0048
O 0.609 4.094 -1.435 -0.0003
N 1.359 1.602 -1.805 -0.0015
C 0.616 1.495 -2.972 -0.0022
C 0.522 2.395 -4.038 0.0013
C -0.347 2.095 -5.055 0.0000
C -1.127 0.937 -4.994 0.0002
C -1.017 0.134 -3.892 0.0011
N -0.134 0.372 -2.905 -0.0046
H 5.958 5.811 -5.433 0.0000
H 6.440 4.127 -5.648 0.0000
H 7.115 5.070 -4.327 0.0000
H 3.850 6.156 -4.410 0.0000
H 2.007 5.421 -2.903 -0.0001
H 4.240 1.915 -1.910 0.0002
H 6.067 2.646 -3.398 -0.0001
H 1.098 3.305 -4.030 0.0000
H -0.446 2.771 -5.895 -0.0001
H -1.826 0.690 -5.779 0.0000
H -1.631 -0.744 -3.780 -0.0016
O -2.520 2.001 -1.719 0.0000
N -2.735 2.504 -0.601 0.0004
O -3.591 3.352 -0.413 -0.0001
O -2.104 2.013 0.399 0.0033
O -2.335 -1.323 -1.639 0.0228
N -2.973 -2.429 -2.068 0.0040
C -2.314 -3.273 -2.877 0.0039
C -2.960 -4.379 -3.382 -0.0021
C -4.282 -4.608 -3.035 0.0033
C -4.932 -3.719 -2.192 -0.0013
C -4.254 -2.618 -1.717 0.0048
H -1.285 -3.013 -3.076 0.0004
H -2.419 -5.048 -4.035 0.0002
H -4.806 -5.469 -3.427 0.0001
H -5.964 -3.860 -1.906 0.0000
H -4.674 -1.862 -1.071 0.0003
```



# 3
C11H13BrCl3F7NO4PS2 | ωB97M-V with the def2-TZVPD basis set

Results
lowest unoccupied orbital energy: -0.8740 eV

```
43
Properties=species:S:1:pos:R:3:lowdin_charge:R:1
C -1.305 2.184 -1.017 -0.2392
C -0.553 1.102 -0.768 -0.2249
N -0.102 0.560 0.575 -0.0236
C -0.983 0.931 1.712 -0.4309
F -0.746 0.183 2.783 0.1130
F -0.727 2.163 2.157 0.1121
C -2.570 0.950 1.572 -0.5867
F -3.123 0.342 0.547 0.1366
F -3.013 2.195 1.556 0.1585
F -3.110 0.441 2.677 0.1539
C 0.062 -0.940 0.400 -0.1542
C -1.136 -1.883 0.209 -0.5532
Cl -2.099 -2.253 1.699 0.7445
C -2.002 -1.779 -1.091 -0.2366
C -3.293 -2.621 -0.945 -0.1311
C 1.052 -1.398 -0.693 -0.3254
F 1.687 -2.543 -0.295 0.0790
O 2.001 -0.485 -1.147 -0.1310
C 2.439 0.427 -0.160 -0.6064
P 3.349 1.801 -1.306 0.5724
O 4.771 1.165 -1.760 -0.3491
Br 2.036 1.876 -3.128 0.4016
S 3.870 -0.391 0.687 0.5497
O 3.520 -1.379 1.624 -0.2440
O 4.850 0.543 1.053 -0.2579
F 4.491 -1.203 -0.517 -0.1202
C 1.348 1.118 0.749 -0.8506
S 2.043 1.100 2.457 0.8814
Cl 1.413 2.908 0.380 0.6958
H -1.286 2.965 -0.264 0.0464
H -1.886 2.318 -1.969 -0.0861
H -0.324 0.535 -1.662 0.1021
H 0.560 -1.279 1.327 0.1593
H -0.665 -2.864 0.073 0.1075
H -1.478 -2.251 -1.933 0.1119
H -2.246 -0.763 -1.400 0.0939
H -3.726 -2.764 -1.941 0.0811
H -3.085 -3.619 -0.548 0.0682
H -4.044 -2.126 -0.329 0.0643
H 0.543 -1.718 -1.607 0.1646
H 5.511 1.616 -1.327 0.0719
H 1.558 2.212 3.055 -0.0739
Cl -3.599 2.625 -1.485 -0.0449
```



# 4
H52O26 | ωB97M-V with the def2-TZVPD basis set

Results
lowest unoccupied orbital energy: -1.1854 eV
energy above the lowest of the compared OMol25 structures with the same formula, charge and spin: 73.9 kcal per mole

```
78
Properties=species:S:1:pos:R:3:lowdin_charge:R:1
O 20.188 -15.244 -15.793 -0.0327
H 19.282 -15.544 -15.870 0.0237
H 20.346 -14.747 -16.595 0.0568
O 19.892 -10.828 -16.826 -0.0422
H 19.721 -11.471 -17.514 0.0208
H 19.912 -11.341 -16.018 -0.0194
O 11.133 -13.513 -12.694 -0.0660
H 10.704 -12.851 -13.238 0.0027
H 11.560 -13.012 -12.000 -0.0276
O 15.638 -14.992 -8.206 -0.0564
H 16.440 -14.542 -7.939 0.0103
H 15.584 -14.847 -9.151 -0.0353
O 11.991 -11.618 -10.694 -0.0377
H 11.936 -12.146 -9.898 0.0491
H 12.701 -11.000 -10.523 -0.0089
O 18.873 -12.178 -10.265 -0.0307
H 19.317 -12.174 -9.417 0.0623
H 19.103 -13.023 -10.652 0.0462
O 15.170 -14.462 -10.876 -0.0435
H 15.843 -14.771 -11.482 0.0014
H 15.011 -13.554 -11.136 0.0488
O 17.527 -14.109 -15.538 -0.0265
H 17.763 -13.724 -16.382 0.0694
H 17.060 -14.913 -15.763 0.0764
O 21.664 -13.608 -13.764 -0.0429
H 21.228 -14.454 -13.661 -0.0080
H 22.597 -13.809 -13.701 0.0777
O 14.438 -11.977 -14.339 -0.0409
H 14.690 -12.160 -15.244 0.0463
H 15.162 -12.318 -13.815 -0.0297
O 15.454 -7.338 -13.929 -0.0800
H 15.570 -7.825 -14.744 -0.0250
H 15.142 -7.990 -13.302 -0.0338
O 17.076 -7.801 -10.875 0.0010
H 16.281 -7.923 -10.357 0.0577
H 17.655 -7.290 -10.310 0.0699
O 12.974 -16.364 -10.202 -0.0530
H 13.587 -15.632 -10.258 -0.0228
H 12.331 -16.090 -9.548 0.0282
O 20.486 -7.218 -11.529 -0.0432
H 21.431 -7.367 -11.500 0.0303
H 20.113 -8.078 -11.726 0.0119
O 11.411 -11.284 -14.690 -0.0509
H 12.172 -11.625 -14.220 -0.0064
H 11.206 -10.460 -14.249 0.0410
O 17.898 -10.104 -11.541 -0.0640
H 17.611 -9.315 -11.082 -0.0255
H 18.497 -10.533 -10.931 0.0065
O 20.273 -15.871 -12.896 -0.0269
H 20.347 -16.626 -12.312 0.0741
H 20.273 -16.247 -13.776 0.0368
O 14.080 -9.908 -9.687 -0.0357
H 14.683 -10.184 -8.997 0.0034
H 13.532 -9.241 -9.273 0.0783
O 17.395 -15.657 -11.949 -0.0231
H 17.828 -15.956 -11.149 0.0616
H 18.062 -15.749 -12.630 0.0169
O 21.766 -13.123 -11.045 -0.0560
H 21.512 -12.216 -10.872 0.0258
H 21.721 -13.207 -11.997 -0.0311
O 16.036 -11.010 -8.150 -0.0229
H 16.283 -11.802 -7.672 0.0546
H 16.504 -11.075 -8.982 0.0347
O 18.399 -9.427 -14.224 -0.0343
H 18.110 -9.506 -13.315 0.0028
H 18.750 -10.290 -14.441 -0.0032
O 16.239 -9.160 -15.811 -0.0563
H 16.924 -9.431 -15.200 -0.0171
H 16.634 -9.263 -16.676 0.0432
O 19.120 -12.293 -14.504 -0.0358
H 18.516 -13.027 -14.614 -0.0116
H 19.925 -12.692 -14.174 0.0207
O 14.552 -9.561 -12.474 -0.0277
H 14.633 -9.723 -11.534 -0.0082
H 14.623 -10.428 -12.874 0.0106
O 16.362 -12.490 -12.628 -0.0226
H 16.899 -11.744 -12.362 0.0280
H 16.994 -13.175 -12.845 0.0360
```



# 5
C2H4ClFO | ωB97M-V with the def2-TZVPD basis set

Results
lowest unoccupied orbital energy (alpha / beta): -0.9035 / -0.1740 eV
energy above the lowest of the compared OMol25 structures with the same formula, charge and spin: 92.6 kcal per mole

```
9
Properties=species:S:1:pos:R:3:lowdin_charge:R:1
C -0.900 -0.254 -1.042 -0.2884
C 0.987 0.273 1.252 -0.6908
O 0.462 -0.372 -0.945 -0.2143
F 0.922 -0.806 1.982 0.0317
Cl 2.444 0.952 1.159 0.8294
H -1.259 -0.116 -2.051 0.0641
H -1.343 0.665 -0.530 0.0862
H -1.361 -1.239 -0.853 0.0750
H 0.047 0.898 1.030 0.1071
```



# 6
C8H13FO | ωB97M-V with the def2-TZVPD basis set

Results
lowest unoccupied orbital energy: 0.9231 eV
energy above the lowest of the compared OMol25 structures with the same formula, charge and spin: 79.2 kcal per mole
SMILES: CC(O)=C1CC1.C=C(C)F

```
23
Properties=species:S:1:pos:R:3:lowdin_charge:R:1
C -1.873 -1.283 -1.180 -0.0254
C -1.362 -0.523 -0.093 -0.3746
O -1.538 -1.158 1.153 0.0203
C -0.983 0.727 -0.074 -0.2138
C -0.784 1.954 0.725 -0.0997
C -0.652 1.959 -0.757 -0.1188
H -2.835 -1.788 -1.122 0.0940
H -1.167 -2.172 -1.173 0.1088
H -1.798 -0.800 -2.114 0.0764
H -1.010 -0.620 1.762 0.0807
H 0.025 2.330 1.294 0.0828
H -1.635 2.373 1.039 0.0646
H -1.332 2.667 -1.434 0.1433
H 0.419 1.909 -1.172 0.1135
C 1.570 -0.120 1.703 0.0599
C 1.882 -0.179 0.381 -0.4132
C 1.929 -1.353 -0.506 -0.0169
F 2.300 0.941 -0.264 0.0242
H 1.408 -1.063 2.148 0.0583
H 1.587 0.956 2.046 0.0928
H 1.471 -2.111 0.026 0.0645
H 2.859 -1.612 -0.877 0.0575
H 1.520 -1.032 -1.511 0.1207
```